{
  "formula": "C37H100NO12PS11Si",
  "method": "wB97M-V/def2-TZVPD",
  "total_energy_ha": -7437.92903,
  "e_homo_ev": -8.3,
  "max_force_ev_per_a": 1.04,
  "symbols": ["C", "C", "C", "C", "C", "C", "O", "C", "C", "C", "C", "C", "C", "P", "N", "C", "O", "C", "S", "Si", "C", "C", "C", "H", "H", "H", "H", "H", "H", "H", "H", "H", "H", "H", "H", "H", "H", "H", "H", "H", "H", "H", "H", "H", "H", "H", "H", "H", "H", "H", "H", "H", "H", "H", "H", "H", "H", "H", "H", "H", "H", "H", "H", "C", "S", "O", "C", "H", "H", "H", "H", "H", "H", "C", "S", "O", "C", "H", "H", "H", "H", "H", "H", "C", "S", "O", "C", "H", "H", "H", "H", "H", "H", "C", "S", "O", "C", "H", "H", "H", "H", "H", "H", "C", "S", "O", "C", "H", "H", "H", "H", "H", "H", "C", "S", "O", "C", "H", "H", "H", "H", "H", "H", "C", "S", "O", "C", "H", "H", "H", "H", "H", "H", "C", "S", "O", "C", "H", "H", "H", "H", "H", "H", "C", "S", "O", "C", "H", "H", "H", "H", "H", "H", "C", "S", "O", "C", "H", "H", "H", "H", "H", "H"],
  "positions_angstrom": [[-1.4570, 4.9418, -1.7801], [-0.5406, 4.8488, -3.0137], [-0.9641, 3.7391, -3.9864], [-0.0354, 2.4986, -3.9865], [-0.7147, 1.1460, -3.7007], [-0.1117, 0.4662, -2.4717], [-1.0534, -0.3771, -1.8113], [-1.1011, -0.2932, -0.4159], [-2.2420, -1.2339, -0.0010], [-2.5832, -1.2462, 1.4930], [-3.8915, -0.5874, 1.8831], [-3.9292, -0.2351, 3.3877], [-4.1475, 1.2542, 3.6570], [-1.6728, 1.4177, 0.0788], [-2.9349, 1.9184, -0.7082], [0.2168, -0.8127, 0.2800], [1.0260, -1.5491, -0.6430], [0.7085, -2.8978, -0.7505], [1.3357, -3.9429, 0.5949], [1.4563, 0.3731, 1.1487], [0.7010, 1.1692, 2.6847], [2.2627, 1.6250, 0.0255], [2.8686, -0.7059, 1.7637], [-2.1222, 5.8003, -1.8514], [-2.0917, 4.0592, -1.7171], [-0.9015, 5.0143, -0.8466], [-0.5842, 5.7978, -3.5377], [0.4907, 4.7066, -2.6907], [-1.0337, 4.1255, -5.0008], [-1.9632, 3.4077, -3.7025], [0.7724, 2.6671, -3.2736], [0.4421, 2.4474, -4.9643], [-0.5322, 0.4926, -4.5525], [-1.7901, 1.2473, -3.5784], [0.3119, 1.2152, -1.8051], [0.7233, -0.1591, -2.7893], [-1.9814, -2.2241, -0.3616], [-3.1287, -0.9453, -0.5686], [-1.7472, -0.8367, 2.0656], [-2.6505, -2.2900, 1.7934], [-4.6976, -1.2956, 1.7130], [-4.0739, 0.3309, 1.3247], [-4.6915, -0.8145, 3.9045], [-2.9794, -0.5221, 3.8449], [-4.8931, 1.6578, 2.9755], [-3.2225, 1.8175, 3.5351], [-4.4797, 1.4258, 4.6795], [-0.6007, 2.3117, -0.0927], [-1.8395, 1.4040, 1.4719], [-3.2487, 1.2249, -1.3783], [-0.1042, -1.5175, 1.0530], [1.1660, -3.2815, -1.6570], [-0.3598, -3.0783, -0.8197], [0.3545, -4.0589, 1.5005], [1.4143, 1.0763, 3.5013], [-0.2275, 0.6997, 3.0053], [0.5217, 2.2325, 2.5300], [1.6400, 2.4574, -0.2907], [3.0964, 2.0358, 0.5976], [2.6840, 1.1285, -0.8486], [3.1979, -1.3693, 0.9674], [3.6958, -0.0392, 2.0073], [2.5871, -1.2842, 2.6407], [-0.0165, -8.5964, 2.5331], [0.4729, -7.2490, 3.6081], [-0.3320, -6.0503, 3.2162], [2.1109, -7.0480, 2.9165], [-1.0441, -8.8592, 2.7768], [0.0499, -8.2709, 1.4949], [0.6458, -9.4435, 2.7165], [2.0346, -6.8360, 1.8489], [2.6779, -7.9619, 3.0945], [2.5932, -6.2106, 3.4201], [-1.9675, 9.2403, -4.2926], [-1.4567, 8.4266, -5.8072], [-0.7070, 7.2023, -5.3964], [-0.2289, 9.6414, -6.2954], [-2.7006, 8.6003, -3.8051], [-1.1013, 9.3763, -3.6447], [-2.4223, 10.1992, -4.5393], [0.5169, 9.7416, -5.5068], [-0.7268, 10.5934, -6.4796], [0.2540, 9.2934, -7.2069], [-2.8166, -4.7013, 3.8649], [-3.9911, -5.0408, 2.5489], [-4.7388, -3.7810, 2.2933], [-5.0638, -6.1051, 3.5208], [-2.0736, -4.0082, 3.4768], [-3.3419, -4.2517, 4.7081], [-2.3228, -5.6268, 4.1596], [-5.4318, -5.5548, 4.3866], [-4.5060, -6.9878, 3.8325], [-5.8975, -6.4013, 2.8881], [4.6254, 7.1353, -6.7181], [3.1177, 7.1336, -7.6964], [2.7067, 8.5575, -7.8473], [2.0609, 6.4300, -6.4355], [5.4112, 7.5896, -7.3177], [4.4649, 7.7185, -5.8115], [4.8956, 6.1081, -6.4733], [2.0768, 7.0622, -5.5492], [2.3972, 5.4206, -6.1948], [1.0480, 6.3955, -6.8256], [4.5814, -9.9993, 5.5425], [3.7327, -11.0159, 4.3318], [3.0736, -10.0807, 3.3720], [2.4516, -11.5912, 5.4488], [5.4014, -9.4955, 5.0346], [3.8838, -9.2718, 5.9578], [4.9738, -10.6375, 6.3333], [1.9238, -10.7337, 5.8674], [2.9082, -12.1797, 6.2437], [1.7688, -12.2145, 4.8751], [-7.8065, 4.1686, -1.5534], [-6.0698, 4.5540, -1.8131], [-6.0255, 5.7434, -2.7075], [-5.6985, 3.1224, -2.8284], [-8.2345, 4.9699, -0.9553], [-8.3158, 4.1109, -2.5156], [-7.8882, 3.2239, -1.0160], [-6.3454, 3.1236, -3.7067], [-5.8422, 2.2175, -2.2387], [-4.6545, 3.1993, -3.1259], [7.3639, -3.9947, -0.3168], [6.3428, -3.0123, 0.7898], [6.9022, -3.1869, 2.1561], [4.8866, -4.0549, 0.6825], [8.3482, -3.5335, -0.3555], [7.4446, -5.0094, 0.0723], [6.9192, -3.9968, -1.3119], [5.1402, -5.0677, 0.9978], [4.5128, -4.0543, -0.3414], [4.1305, -3.6397, 1.3430], [0.3750, -6.9702, 8.6487], [1.6055, -7.5603, 7.4825], [2.2217, -8.7819, 8.0723], [2.7645, -6.2120, 7.7378], [-0.4285, -7.7027, 8.6789], [0.8277, -6.8737, 9.6352], [-0.0136, -6.0120, 8.3049], [3.0455, -6.1691, 8.7898], [2.3031, -5.2767, 7.4217], [3.6432, -6.4104, 7.1276], [-6.3699, 6.6511, -5.6679], [-4.7519, 6.8968, -6.4068], [-4.8592, 8.0857, -7.2922], [-4.7989, 5.4497, -7.4703], [-6.5509, 7.4816, -4.9901], [-7.1263, 6.6349, -6.4530], [-6.3710, 5.7191, -5.1033], [-5.6618, 5.5156, -8.1329], [-4.8503, 4.5517, -6.8546], [-3.8811, 5.4424, -8.0542], [6.8728, 2.4818, 2.5408], [6.0120, 3.8777, 1.8081], [4.6901, 3.3694, 1.3553], [7.0451, 3.9909, 0.3434], [6.3486, 2.2164, 3.4561], [6.8568, 1.6409, 1.8476], [7.8973, 2.7707, 2.7747], [7.0165, 3.0423, -0.1923], [8.0646, 4.2381, 0.6387], [6.6414, 4.7834, -0.2827]],
  "atomic_forces_ev_per_a": [[0.0, -0.2, -0.1], [-0.4, 0.3, 0.1], [0.2, -0.4, 0.2], [-0.2, 0.2, -0.3], [0.4, -0.1, 0.0], [0.2, -0.1, -0.4], [-0.1, 0.2, -0.2], [0.1, -0.6, 0.8], [-0.6, 0.3, -0.3], [0.3, -0.5, -0.3], [-0.1, 0.2, 0.8], [0.2, 0.1, 0.0], [0.0, -0.2, 0.1], [-0.5, 0.3, -0.9], [-0.1, -0.2, 0.0], [0.2, 0.5, -0.1], [0.0, 0.2, -0.1], [-0.6, -0.2, 0.1], [0.7, -0.5, 0.2], [0.4, -0.2, 0.2], [0.0, 0.1, -0.3], [-0.1, -0.1, 0.1], [-0.3, 0.2, -0.3], [0.0, 0.1, 0.1], [0.0, -0.1, 0.2], [0.0, 0.1, 0.1], [0.2, 0.1, -0.1], [0.1, -0.1, -0.1], [0.0, 0.1, -0.1], [-0.1, 0.0, -0.1], [0.1, 0.0, 0.1], [0.2, 0.0, 0.0], [-0.3, -0.1, -0.1], [-0.1, 0.1, 0.1], [-0.2, 0.0, 0.3], [0.2, 0.0, 0.1], [0.0, -0.1, 0.0], [-0.1, 0.0, 0.0], [0.0, 0.2, 0.1], [0.0, -0.1, 0.2], [-0.1, 0.0, -0.4], [0.0, 0.0, -0.3], [-0.1, -0.1, -0.1], [0.0, -0.1, 0.1], [-0.1, 0.1, 0.0], [0.0, 0.1, -0.2], [-0.1, 0.0, 0.1], [0.2, -0.1, 0.3], [0.2, -0.1, 0.1], [-0.1, 0.0, 0.0], [0.0, 0.1, 0.2], [0.2, 0.0, 0.0], [-0.1, 0.1, -0.1], [-0.4, 0.2, -0.3], [0.1, 0.0, 0.1], [-0.1, 0.0, 0.1], [-0.1, 0.1, 0.0], [-0.1, 0.1, -0.1], [0.0, 0.1, -0.1], [0.0, 0.0, -0.1], [0.0, -0.2, 0.0], [0.1, 0.0, 0.2], [0.1, -0.1, 0.1], [0.0, -0.1, -0.1], [0.2, -0.1, 0.0], [0.1, 0.0, -0.1], [0.2, 0.1, 0.0], [0.0, 0.0, 0.0], [0.0, 0.0, 0.0], [0.0, 0.0, 0.0], [-0.1, 0.0, 0.0], [0.0, 0.0, 0.0], [-0.1, 0.0, 0.0], [0.0, 0.0, 0.1], [-0.1, 0.0, -0.2], [0.0, 0.0, 0.0], [0.0, 0.0, 0.0], [0.0, 0.0, 0.0], [0.0, 0.0, 0.0], [0.0, 0.0, 0.0], [0.0, 0.0, 0.0], [0.0, 0.0, 0.0], [0.0, 0.0, 0.0], [-0.2, 0.0, 0.2], [0.3, -0.1, 0.0], [-0.1, 0.1, 0.0], [-0.1, 0.0, 0.1], [0.0, -0.1, 0.0], [-0.1, 0.1, -0.1], [0.0, 0.1, -0.1], [0.0, 0.0, 0.0], [0.0, 0.0, 0.0], [0.0, 0.0, 0.0], [0.1, 0.0, 0.0], [0.0, 0.0, 0.0], [0.0, 0.1, 0.0], [0.1, -0.1, 0.0], [0.0, 0.0, 0.0], [0.0, 0.0, 0.0], [0.0, 0.0, 0.0], [0.0, 0.0, 0.0], [0.0, 0.0, 0.0], [0.0, 0.0, 0.0], [0.0, 0.1, 0.0], [0.0, 0.0, 0.1], [-0.1, 0.0, 0.0], [-0.1, 0.0, 0.0], [0.0, 0.0, 0.0], [0.0, -0.1, 0.0], [0.0, 0.0, 0.0], [0.0, 0.0, 0.0], [0.0, 0.0, 0.0], [0.0, 0.0, 0.0], [-0.1, 0.0, -0.1], [0.1, 0.0, 0.3], [-0.1, 0.0, -0.1], [0.0, 0.0, -0.1], [0.0, 0.0, 0.0], [0.0, 0.0, 0.0], [0.0, 0.0, 0.0], [0.0, 0.0, 0.0], [0.0, 0.0, 0.0], [0.0, 0.0, 0.0], [0.0, 0.0, -0.1], [0.0, 0.0, 0.0], [0.0, 0.0, 0.0], [0.0, -0.1, 0.0], [0.0, 0.0, 0.0], [0.0, 0.0, 0.0], [0.0, 0.0, 0.0], [0.0, 0.0, 0.0], [0.0, 0.0, 0.0], [0.0, 0.1, 0.0], [0.0, 0.0, 0.1], [0.0, 0.1, -0.1], [0.1, 0.0, 0.0], [0.0, 0.0, 0.0], [0.0, 0.0, 0.0], [0.0, 0.0, 0.0], [0.0, 0.0, 0.0], [0.0, 0.0, 0.0], [0.0, 0.0, 0.0], [0.0, 0.0, 0.0], [-0.1, -0.1, -0.1], [0.0, 0.0, 0.2], [0.0, 0.1, -0.1], [0.0, -0.1, 0.0], [0.0, 0.0, 0.0], [0.0, 0.1, -0.1], [0.0, 0.1, 0.1], [0.0, 0.0, 0.0], [0.0, 0.0, 0.0], [0.0, 0.0, 0.0], [0.1, 0.0, 0.0], [0.0, 0.0, 0.0], [0.0, 0.0, 0.0], [0.1, 0.0, 0.0], [0.0, 0.0, 0.0], [0.0, 0.0, 0.0], [0.0, 0.0, 0.0], [0.0, 0.0, 0.0], [0.0, 0.0, 0.0], [0.0, 0.0, 0.0]]
}